(1)
The following is a quantum chemistry calculation of a structure of composition C40H32N4O6PtS5 at a distorted geometry, from the OMol25 dataset.

Computed properties:
total charge = 0
ΔE to the lowest compared entry with this formula, charge and spin = 0.834 eV
E_LUMO = -0.68 eV
frontier orbital gap = 6.8 eV

CARTESIAN COORDINATES (ANGSTROEM)
Pt -0.130 0.020 -0.104
S -1.324 0.938 -1.855
C -2.500 1.902 -1.022
C -3.411 2.690 -1.750
C -4.357 3.455 -1.108
C -4.447 3.480 0.288
C -3.564 2.725 1.024
C -2.606 1.942 0.372
S -1.453 1.041 1.330
H -3.357 2.675 -2.832
H -5.048 4.048 -1.694
H -5.201 4.082 0.776
H -3.605 2.717 2.107
S 4.097 6.274 -2.494
C 3.399 7.761 -2.028
C 2.306 7.578 -1.242
C 2.027 6.206 -1.011
C 2.915 5.366 -1.624
C 2.923 3.899 -1.627
C 1.946 3.173 -0.911
N 1.866 1.870 -0.908
C 2.717 1.152 -1.652
C 3.780 1.760 -2.341
C 4.737 0.956 -3.043
C 4.622 -0.384 -3.053
C 3.518 -1.041 -2.411
C 3.418 -2.438 -2.425
C 2.354 -3.063 -1.819
C 1.367 -2.229 -1.279
N 1.427 -0.909 -1.254
C 2.524 -0.283 -1.763
C 2.205 -4.521 -1.739
C 3.103 -5.483 -2.111
C 2.626 -6.798 -1.880
C 1.379 -6.809 -1.333
S 0.773 -5.234 -1.093
C 3.859 3.159 -2.311
H 3.835 8.691 -2.356
H 1.716 8.389 -0.842
H 1.194 5.866 -0.414
H 1.218 3.693 -0.298
H 5.556 1.446 -3.554
H 5.353 -0.999 -3.563
H 4.193 -3.013 -2.917
H 0.469 -2.651 -0.844
H 4.075 -5.267 -2.530
H 3.185 -7.694 -2.107
H 0.777 -7.660 -1.060
H 4.663 3.644 -2.853
C -3.179 -0.930 -4.580
C -3.071 -1.986 -3.518
C -1.831 -2.367 -3.013
C -1.735 -3.302 -1.998
C -2.889 -3.866 -1.474
C -4.132 -3.535 -1.993
C -4.214 -2.595 -3.007
S -2.730 -4.969 -0.100
O -3.864 -5.845 -0.083
O -1.390 -5.479 -0.104
N -2.837 -3.988 1.218
C -4.105 -3.275 1.404
C -3.905 -1.978 2.163
C -3.064 -1.040 1.340
O -2.321 -0.173 2.099
O -3.065 -1.024 0.146
H -2.210 -0.725 -5.034
H -3.544 0.004 -4.147
H -3.874 -1.227 -5.367
H -0.931 -1.921 -3.419
H -0.776 -3.607 -1.602
H -5.022 -4.022 -1.615
H -5.184 -2.327 -3.408
H -1.985 -3.422 1.242
H -4.784 -3.927 1.951
H -4.575 -3.019 0.452
H -3.515 -2.111 3.172
H -4.880 -1.489 2.256
O -0.618 -2.740 1.157
C 0.286 -2.201 1.787
C 1.083 -2.825 2.915
C 2.235 -1.847 3.124
C 1.937 -0.689 2.176
O 2.627 0.292 2.029
N 0.756 -0.946 1.509
H 1.390 -3.827 2.618
H 0.440 -2.924 3.790
H 3.208 -2.264 2.865
H 2.308 -1.456 4.138

(2)
The following is a quantum chemistry calculation of a cluster of 7 separate species, C40H32NO15S in total, from the OMol25 dataset.

Computed properties:
total charge = -1
E_LUMO = -0.60 eV
frontier orbital gap = 3.7 eV

CARTESIAN COORDINATES (ANGSTROEM)
C 1.199 -1.102 -0.110
O -0.153 -0.837 0.133
C -0.971 -0.965 -1.025
C -2.366 -1.556 -0.730
N -2.792 -2.341 -1.905
S -2.376 -2.634 0.732
C -3.404 -0.399 -0.429
O -4.496 -0.462 -0.998
O -2.993 0.466 0.375
H 1.822 -0.469 0.528
H 1.495 -0.908 -1.147
H 1.447 -2.147 0.128
H -1.054 0.023 -1.492
H -0.470 -1.662 -1.703
H -2.307 -2.024 -2.731
H -2.617 -3.322 -1.750
H -1.840 -3.728 0.168
C -0.522 -1.144 -5.150
C -0.495 -0.587 -6.357
C -0.339 -1.412 -7.583
O -0.310 -0.901 -8.684
C -0.217 -2.879 -7.411
C -0.244 -3.441 -6.206
C -0.398 -2.616 -4.981
O -0.420 -3.120 -3.879
H -0.634 -0.563 -4.242
H -0.584 0.481 -6.506
H -0.106 -3.461 -8.318
H -0.163 -4.502 -6.057
C -0.053 2.918 2.532
C 0.330 2.036 3.450
C 1.726 1.972 3.930
O 2.072 1.163 4.768
C 2.695 2.936 3.352
C 2.318 3.818 2.433
C 0.912 3.877 1.953
O 0.582 4.693 1.114
H -1.072 2.973 2.169
H -0.359 1.321 3.884
H 3.712 2.874 3.718
H 3.005 4.531 1.994
C 4.994 -5.308 -6.651
C 3.711 -4.960 -6.658
C 2.640 -5.977 -6.804
O 1.471 -5.656 -6.812
C 3.052 -7.396 -6.941
C 4.335 -7.744 -6.935
C 5.409 -6.728 -6.789
O 6.578 -7.046 -6.782
H 5.793 -4.585 -6.546
H 3.386 -3.932 -6.558
H 2.253 -8.118 -7.045
H 4.660 -8.772 -7.034
C -0.837 6.470 -4.068
C 0.480 6.297 -4.121
C 1.228 5.742 -2.964
O 2.432 5.591 -3.017
C 0.454 5.384 -1.751
C -0.864 5.556 -1.698
C -1.615 6.113 -2.851
O -2.814 6.278 -2.813
H -1.405 6.874 -4.897
H 1.066 6.550 -4.996
H 1.015 4.982 -0.918
H -1.444 5.300 -0.821
C -2.571 2.532 7.488
C -1.614 2.731 6.586
C -0.892 4.018 6.496
O -0.021 4.153 5.664
C -1.267 5.094 7.445
C -2.223 4.900 8.349
C -2.950 3.603 8.444
O -3.818 3.435 9.273
H -3.113 1.599 7.567
H -1.320 1.972 5.871
H -0.723 6.026 7.358
H -2.519 5.665 9.055
C -2.405 -2.390 6.136
C -1.935 -3.366 6.909
C -0.538 -3.348 7.409
O -0.111 -4.239 8.113
C 0.318 -2.200 7.015
C -0.149 -1.223 6.243
C -1.550 -1.242 5.745
O -1.976 -0.351 5.044
H -3.419 -2.382 5.757
H -2.540 -4.212 7.207
H 1.333 -2.209 7.390
H 0.461 -0.379 5.940

(3)
The following is a quantum chemistry calculation of a structure of composition C40H32NP2S3SbV at a distorted geometry, from the OMol25 dataset.

Computed properties:
total charge = +2
multiplicity = 2
E_LUMO (alpha / beta) = -7.42 / -7.27 eV
frontier orbital gap (alpha / beta) = 5.6 / 5.7 eV

CARTESIAN COORDINATES (ANGSTROEM)
V -0.351 0.017 -0.021
S 0.227 -4.056 2.051
Sb -1.142 -2.423 2.648
S 1.443 -0.142 1.333
S -1.782 -1.498 0.363
C -0.245 -0.806 -4.264
C -0.897 0.331 -4.727
C -1.375 1.281 -3.838
C -1.179 1.110 -2.472
C -0.478 -0.020 -2.004
C -0.043 -0.984 -2.900
C -1.690 2.016 -1.442
C -2.465 3.159 -1.684
C -2.942 3.891 -0.633
C -2.654 3.513 0.697
C -3.139 4.221 1.817
C -2.831 3.809 3.084
C -2.022 2.676 3.275
C -1.537 1.968 2.207
C -1.847 2.366 0.891
N -1.384 1.651 -0.189
H 0.090 -1.561 -4.963
H -1.056 0.463 -5.789
H -1.909 2.142 -4.220
H 0.447 -1.881 -2.545
H -2.691 3.445 -2.700
H -3.554 4.768 -0.809
H -3.763 5.090 1.654
H -3.208 4.348 3.941
H -1.775 2.357 4.279
H -0.906 1.103 2.374
C 4.256 0.903 0.606
P 2.766 0.220 -0.152
C 2.138 1.525 -1.242
C 1.661 2.691 -0.636
C 1.343 3.791 -1.417
C 1.523 3.735 -2.792
C 2.012 2.580 -3.392
C 2.323 1.472 -2.624
C 3.169 -1.269 -1.067
C 2.462 -2.448 -0.837
C 2.783 -3.585 -1.561
C 3.797 -3.539 -2.508
C 4.518 -2.370 -2.715
C 4.216 -1.230 -1.989
P 5.004 -0.518 1.609
C 6.440 -0.930 0.544
C 6.628 -2.258 0.176
C 7.704 -2.614 -0.627
C 8.591 -1.645 -1.067
C 8.413 -0.318 -0.693
C 7.346 0.040 0.114
C 5.775 0.388 2.998
C 6.118 1.739 2.987
C 6.730 2.310 4.093
C 7.006 1.542 5.215
C 6.672 0.197 5.232
C 6.052 -0.376 4.132
H 3.935 1.713 1.262
H 4.915 1.290 -0.171
H 1.551 2.736 0.442
H 0.979 4.698 -0.952
H 1.297 4.600 -3.402
H 2.157 2.550 -4.464
H 2.692 0.569 -3.091
H 1.685 -2.493 -0.083
H 2.247 -4.506 -1.374
H 4.037 -4.425 -3.081
H 5.328 -2.349 -3.431
H 4.797 -0.326 -2.127
H 5.930 -3.011 0.522
H 7.853 -3.651 -0.900
H 9.430 -1.920 -1.692
H 9.115 0.438 -1.021
H 7.240 1.072 0.427
H 5.934 2.362 2.121
H 6.998 3.358 4.072
H 7.480 1.995 6.076
H 6.889 -0.407 6.103
H 5.781 -1.426 4.146

(4)
The following is a quantum chemistry calculation of a structure of composition C40H33As2CaF3N5O5, from the OMol25 dataset.

Computed properties:
total charge = -1
E_LUMO = 2.44 eV
frontier orbital gap = 7.4 eV

CARTESIAN COORDINATES (ANGSTROEM)
Ca 1.487 1.303 -0.844
O -2.297 6.147 0.992
C -1.536 5.045 0.736
C -2.119 3.850 0.322
C -1.289 2.766 0.071
N 0.031 2.890 0.208
C 0.587 4.021 0.629
C -0.164 5.144 0.913
C 2.117 3.959 0.813
O 2.668 4.989 1.192
O 2.631 2.823 0.551
C -1.681 1.368 -0.283
O -2.878 -0.075 -1.811
O -0.646 0.597 -0.712
H -3.221 5.916 0.855
H -3.187 3.779 0.190
H 0.311 6.050 1.260
C 0.881 -0.979 2.580
C -0.448 -0.271 2.330
As -1.677 -1.127 1.022
C -2.627 0.556 0.667
C -3.005 0.892 -0.834
C -4.240 1.666 -0.988
C -4.957 2.145 0.041
C -4.554 1.911 1.409
C -3.490 1.132 1.683
C -2.977 -1.852 2.326
C -4.314 -1.994 1.952
C -5.233 -2.606 2.792
C -4.830 -3.102 4.026
C -3.502 -2.978 4.409
C -2.588 -2.359 3.564
As 2.018 -1.063 0.973
C 3.704 -1.559 1.809
C 4.223 -2.849 1.801
C 5.451 -3.112 2.394
C 6.167 -2.088 2.998
C 5.659 -0.796 2.997
C 4.436 -0.531 2.398
C 1.459 -2.715 0.120
C 1.442 -2.729 -1.273
C 0.972 -3.841 -1.957
C 0.520 -4.950 -1.257
C 0.547 -4.949 0.133
C 1.014 -3.836 0.815
H 0.752 -1.975 3.009
H 1.478 -0.405 3.294
H -0.264 0.725 1.925
H -0.986 -0.144 3.272
H -1.917 -0.089 -2.005
H -4.604 1.738 -2.007
H -5.884 2.672 -0.153
H -5.167 2.291 2.217
H -3.301 0.846 2.712
H -4.641 -1.606 0.992
H -6.268 -2.694 2.483
H -5.546 -3.580 4.683
H -3.174 -3.360 5.369
H -1.554 -2.270 3.884
H 3.672 -3.650 1.323
H 5.851 -4.119 2.379
H 7.127 -2.293 3.456
H 6.223 0.012 3.447
H 4.063 0.488 2.363
H 1.794 -1.864 -1.826
H 0.948 -3.831 -3.040
H 0.142 -5.813 -1.790
H 0.191 -5.811 0.684
H 1.018 -3.840 1.899
N 1.074 -0.294 -5.116
C 0.270 -1.405 -5.132
C -0.881 -1.039 -4.495
N -0.789 0.257 -4.059
C 0.399 0.667 -4.424
C 0.954 1.996 -4.175
N 1.039 2.589 -3.009
C 1.595 3.823 -3.236
C 1.862 3.970 -4.563
N 1.457 2.796 -5.148
H 2.083 -0.315 -5.160
H 0.588 -2.332 -5.576
H -1.770 -1.623 -4.324
H 1.802 4.505 -2.427
H 2.309 4.769 -5.124
H 1.451 2.583 -6.130
F 3.494 -0.107 -3.757
C 3.524 0.342 -2.393
F 4.338 -0.629 -1.824
F 4.382 1.426 -2.508

(5)
The following is a quantum chemistry calculation of a structure of composition C40H33N7O7P2RuSTe at a distorted geometry, from the OMol25 dataset.

Computed properties:
total charge = +2
ΔE to the lowest compared entry with this formula, charge and spin = 0.412 eV
multiplicity = 5
E_LUMO (alpha / beta) = -6.33 / -8.47 eV
frontier orbital gap (alpha / beta) = 6.9 / 5.5 eV

CARTESIAN COORDINATES (ANGSTROEM)
Ru -0.698 0.558 -1.180
Te 2.238 1.183 1.936
C 3.626 -0.123 2.761
C 3.585 -1.494 2.539
C 4.577 -2.269 3.124
N 5.551 -1.764 3.877
C 5.576 -0.452 4.084
C 4.636 0.421 3.549
C 1.129 -0.210 0.879
P 1.465 -0.253 -0.857
C 3.059 0.484 -1.192
C 4.214 -0.285 -1.025
C 5.456 0.298 -1.213
C 5.545 1.638 -1.577
C 4.399 2.400 -1.757
C 3.150 1.827 -1.565
C 1.365 -1.836 -1.700
C 0.666 -2.926 -1.189
C 0.237 -3.930 -2.047
C 0.442 -3.811 -3.417
C 1.094 -2.696 -3.938
C 1.643 -1.762 -3.074
P -0.651 -0.167 1.062
C -1.030 0.954 2.422
C -1.802 2.093 2.220
C -2.066 2.945 3.284
C -1.553 2.666 4.544
C -0.795 1.520 4.755
C -0.543 0.656 3.700
C -1.315 -1.772 1.512
C -0.577 -2.715 2.224
C -1.163 -3.922 2.571
C -2.481 -4.183 2.216
C -3.221 -3.240 1.515
C -2.638 -2.033 1.159
H 2.813 -1.950 1.931
H 4.589 -3.343 2.980
H 6.381 -0.074 4.703
H 4.709 1.482 3.751
H 4.141 -1.334 -0.760
H 6.353 -0.292 -1.088
H 6.518 2.085 -1.733
H 4.477 3.435 -2.060
H 2.250 2.412 -1.709
H 0.451 -2.995 -0.130
H -0.266 -4.799 -1.646
H 0.074 -4.578 -4.085
H 1.481 -2.751 -4.947
H 2.189 -0.918 -3.477
H -2.217 2.300 1.241
H -2.683 3.821 3.132
H -1.763 3.330 5.371
H -0.424 1.289 5.744
H -0.001 -0.268 3.880
H 0.455 -2.514 2.494
H -0.595 -4.659 3.123
H -2.935 -5.125 2.492
H -4.251 -3.435 1.248
H -3.222 -1.293 0.623
C 0.646 5.967 2.232
C 1.308 5.225 1.071
C 0.335 4.452 0.243
N 0.421 3.192 0.010
N -0.596 2.722 -0.800
C -1.465 3.660 -1.141
N -2.550 3.438 -1.880
S -1.051 5.210 -0.497
H 1.398 6.487 2.823
H 0.113 5.274 2.884
H -0.064 6.715 1.876
H 2.050 4.511 1.434
H 1.837 5.930 0.425
H -2.859 2.482 -2.024
H -3.199 4.184 -2.067
O -6.028 -4.068 -4.125
N -4.899 -3.756 -4.433
O -4.192 -4.319 -5.242
C -4.326 -2.582 -3.747
C -5.065 -1.947 -2.755
C -4.501 -0.870 -2.129
C -3.195 -0.393 -2.385
O -2.715 0.565 -1.658
C -2.519 -1.071 -3.428
C -3.078 -2.151 -4.105
N -1.212 -0.640 -3.892
O -0.629 0.338 -3.344
O -0.685 -1.223 -4.789
N -5.257 -0.177 -1.077
O -5.680 -0.860 -0.167
O -5.390 1.021 -1.193
H -6.052 -2.301 -2.489
H -2.546 -2.641 -4.908